# 1
C17H19N3O4 | ωB97M-V with the def2-TZVPD basis set

Geometry as ORCA input:
```
! wB97M-V def2-TZVPD RIJCOSX def2/J DEFGRID3
* xyz 0 1
C -3.078 -3.640 0.174
H -3.318 -2.914 -0.651
H -2.625 -4.448 -0.460
O -2.076 -3.146 0.901
C -0.927 -2.892 0.207
C -0.734 -2.815 -0.954
C 0.457 -2.417 -1.302
C 1.502 -1.812 -0.713
C 1.195 -1.784 0.678
C 0.062 -2.293 1.227
H -0.260 -2.032 2.310
H 1.873 -1.351 1.379
O 2.724 -1.615 -1.275
C 3.825 -1.095 -0.291
C 3.756 0.123 0.317
O 4.494 0.343 1.457
N 2.862 0.842 0.092
H 2.109 0.696 -0.591
C 2.805 2.415 0.589
H 3.676 2.777 0.875
H 2.231 2.207 1.572
C 1.701 3.316 -0.041
N 0.399 3.077 0.046
C -0.292 1.973 -0.426
O 0.331 1.313 -1.588
C -1.595 1.835 -0.275
C -2.225 0.361 -0.117
C -3.543 0.614 0.176
N -4.446 1.468 0.467
C -3.808 2.666 0.258
C -2.495 3.033 -0.165
H -2.164 3.900 -0.382
H -4.496 3.575 0.325
H -4.074 -0.637 0.336
H -1.649 -0.394 -0.238
H -0.032 3.682 0.748
H 2.034 4.271 -0.114
H 2.051 3.082 -0.987
H 4.652 -1.097 -0.980
H 3.854 -1.871 0.482
H 0.845 -2.367 -2.364
H -1.549 -3.002 -1.479
H -4.055 -3.946 0.776
*
```

Computed properties:
Kohn-Sham gap in hartree: 0.2412
Energy above the lowest of the compared OMol25 structures with the same formula, charge and spin in kcal per mole: 403.2

Charges in e, computed with Löwdin, in the same order as the atoms: C -0.160; H 0.085; H 0.105; O -0.098; C -0.324; C -0.123; C -0.029; C -0.307; C -0.044; C 0.067; H 0.150; H 0.101; O -0.012; C -0.023; C -0.601; O -0.083; N 0.167; H 0.124; C 0.041; H 0.060; H 0.144; C -0.245; N 0.075; C -0.255; O -0.089; C -0.070; C 0.125; C -0.255; N 0.096; C -0.118; C 0.059; H 0.033; H 0.126; H 0.173; H 0.018; H 0.168; H 0.113; H 0.105; H 0.150; H 0.151; H 0.161; H 0.097; H 0.144

# 2
C27H37N3O21 | ωB97M-V with the def2-TZVPD basis set

Geometry as ORCA input:
```
! wB97M-V def2-TZVPD RIJCOSX def2/J DEFGRID3
* xyz 0 1
O 1.500 -5.418 3.212
C 1.493 -5.091 1.997
O 2.423 -4.411 1.269
C 1.899 -4.136 -0.041
C 0.607 -4.963 -0.056
O 0.366 -5.332 1.265
H 1.719 -3.066 -0.136
H 2.546 -4.444 -0.862
H 0.757 -5.811 -0.724
H -0.105 -4.282 -0.523
O -6.227 -1.649 -0.490
C -5.151 -1.660 0.018
O -4.214 -2.549 -0.231
C -3.240 -2.483 0.759
C -3.334 -0.972 1.188
O -4.622 -0.677 0.796
H -3.494 -3.258 1.481
H -2.263 -2.815 0.408
H -2.577 -0.367 0.690
H -3.176 -0.864 2.261
O 2.781 2.593 -4.927
C 1.815 3.013 -4.310
O 1.733 4.110 -3.583
C 0.577 4.023 -2.850
C -0.369 3.231 -3.627
O 0.582 2.457 -4.374
H 0.843 3.567 -1.896
H 0.219 5.035 -2.662
H -0.985 3.782 -4.338
H -0.955 2.600 -2.959
O 0.056 -1.689 -1.344
C 0.039 -0.737 -0.508
O 0.409 -0.872 0.750
C 0.537 0.436 1.306
C -0.089 1.416 0.358
O -0.428 0.486 -0.714
H -0.069 0.446 2.212
H 1.546 0.755 1.570
H 0.571 2.266 0.181
H -1.055 1.759 0.728
O -1.738 4.203 -0.783
C -1.332 4.674 0.274
O -0.120 4.723 0.776
C -0.088 5.494 1.928
C -1.539 5.501 2.383
O -2.216 5.213 1.179
H 0.550 5.022 2.675
H 0.184 6.542 1.803
H -1.726 6.505 2.765
H -1.658 4.778 3.189
O 5.350 -1.281 -3.302
C 4.209 -1.301 -3.679
O 3.915 -1.007 -4.934
C 2.547 -1.124 -5.205
C 1.993 -1.190 -3.767
O 3.147 -1.605 -3.079
H 2.190 -0.256 -5.758
H 2.447 -2.033 -5.798
H 1.263 -1.999 -3.781
H 1.455 -0.303 -3.434
O -2.368 -6.549 -2.909
C -2.643 -5.382 -3.109
O -1.894 -4.285 -3.195
C -2.633 -3.139 -3.372
C -4.036 -3.638 -3.249
O -3.836 -5.045 -3.238
H -2.465 -2.343 -2.647
H -2.431 -2.687 -4.343
H -4.650 -3.157 -4.010
H -4.467 -3.282 -2.313
C 3.469 2.520 2.785
C 3.002 3.666 3.520
N 2.753 4.622 4.144
H 4.395 2.224 3.277
H 3.662 2.780 1.744
H 2.758 1.696 2.850
C 3.934 -2.236 4.620
C 2.621 -1.710 4.207
N 1.650 -1.187 3.895
H 4.017 -2.423 5.691
H 4.605 -1.452 4.269
H 3.972 -3.201 4.114
C -2.038 3.396 5.790
C -1.366 2.749 4.727
N -0.854 2.280 3.802
H -3.080 3.085 5.715
H -2.097 4.484 5.778
H -1.480 3.232 6.712
*
```

Computed properties:
Kohn-Sham gap in hartree: 0.3801

Charges in e, computed with Löwdin, in the same order as the atoms: O 0.077; C -0.476; O 0.054; C -0.095; C -0.142; O 0.067; H 0.101; H 0.134; H 0.135; H 0.110; O 0.178; C -0.570; O 0.044; C -0.088; C -0.108; O 0.074; H 0.138; H 0.123; H 0.114; H 0.135; O 0.137; C -0.554; O 0.101; C -0.194; C -0.103; O 0.051; H 0.125; H 0.143; H 0.143; H 0.129; O 0.070; C -0.543; O 0.078; C -0.149; C -0.083; O 0.062; H 0.086; H 0.100; H 0.119; H 0.121; O 0.130; C -0.529; O 0.070; C -0.130; C -0.128; O 0.073; H 0.104; H 0.139; H 0.135; H 0.091; O 0.146; C -0.665; O 0.069; C -0.103; C -0.098; O 0.115; H 0.128; H 0.132; H 0.123; H 0.122; O 0.135; C -0.641; O 0.086; C -0.156; C -0.083; O 0.133; H 0.121; H 0.133; H 0.139; H 0.109; C -0.062; C -0.277; N 0.130; H 0.093; H 0.094; H 0.053; C -0.043; C -0.264; N 0.149; H 0.087; H 0.082; H 0.083; C -0.064; C -0.275; N 0.182; H 0.101; H 0.090; H 0.098

# 3
C28H49O21S2 | ωB97M-V with the def2-TZVPD basis set

Geometry as ORCA input:
```
! wB97M-V def2-TZVPD RIJCOSX def2/J DEFGRID3
* xyz -1 1
O 0.076 -0.034 0.185
H -0.663 -0.624 0.010
C -4.466 -0.546 0.584
C -3.540 -1.270 -0.374
C -3.360 -2.778 -0.032
O -3.606 -3.407 -1.280
C -4.186 -2.517 -2.168
O -4.516 -2.786 -3.272
O -4.134 -1.273 -1.673
H -5.449 -1.009 0.643
H -4.497 0.487 0.237
H -4.049 -0.542 1.592
H -2.572 -0.773 -0.418
H -4.065 -3.157 0.710
H -2.369 -3.009 0.352
C 2.276 2.954 -0.704
C 2.636 3.645 -2.018
C 3.231 5.039 -2.001
O 4.218 5.010 -3.031
C 4.442 3.705 -3.381
O 5.245 3.351 -4.187
O 3.669 2.902 -2.672
H 1.748 2.010 -0.868
H 1.803 3.625 0.012
H 3.122 2.526 -0.155
H 1.792 3.661 -2.711
H 3.671 5.220 -1.015
H 2.507 5.837 -2.156
C -1.748 2.677 4.029
C -0.605 1.825 3.453
C 0.377 2.682 2.660
O 1.630 2.397 3.288
C 1.463 1.454 4.241
O 2.344 0.899 4.820
O 0.156 1.306 4.551
H -1.326 3.389 4.744
H -2.433 2.024 4.567
H -2.210 3.347 3.304
H -0.914 1.013 2.796
H 0.239 3.751 2.507
H 0.518 2.178 1.696
C -0.972 -1.836 -3.753
C -0.677 -0.374 -3.449
C 0.754 0.028 -3.090
O 1.032 1.003 -4.138
C -0.014 1.176 -4.945
O -0.114 2.029 -5.797
O -0.899 0.245 -4.730
H -0.425 -2.226 -4.610
H -2.025 -1.881 -4.035
H -0.815 -2.499 -2.901
H -1.359 0.054 -2.712
H 1.608 -0.652 -3.093
H 0.810 0.509 -2.112
C -1.009 4.234 -2.164
C -2.147 3.387 -1.651
C -1.757 2.349 -0.546
O -2.603 2.720 0.547
C -3.301 3.802 0.278
O -4.018 4.363 1.061
O -3.053 4.223 -0.972
H -0.425 3.700 -2.916
H -0.316 4.456 -1.348
H -1.366 5.165 -2.601
H -2.683 2.811 -2.411
H -0.698 2.436 -0.309
H -1.936 1.321 -0.843
C 1.185 -1.747 3.071
C -0.239 -1.841 3.597
C -1.432 -1.609 2.622
O -2.134 -2.840 2.744
C -1.584 -3.640 3.671
O -2.130 -4.638 4.045
O -0.406 -3.168 4.072
H 1.440 -2.755 2.721
H 2.052 -1.571 3.709
H 1.317 -1.118 2.187
H -0.444 -1.149 4.418
H -0.978 -1.406 1.650
H -2.067 -0.786 2.944
C 3.373 -0.608 -0.127
S 4.079 -2.102 -0.907
O 5.458 -1.719 -1.366
C 4.276 -2.983 0.657
H 4.039 -0.155 0.605
H 2.370 -0.781 0.269
H 3.271 0.057 -0.987
H 5.139 -2.510 1.122
H 4.399 -4.041 0.415
H 3.428 -3.014 1.344
C 0.457 -3.735 -0.196
S -0.004 -5.505 -0.132
O 0.683 -6.141 -1.298
C 1.015 -5.985 1.311
H 1.510 -3.555 0.034
H -0.081 -3.128 0.535
H 0.314 -3.282 -1.175
H 2.070 -5.822 1.091
H 0.870 -7.040 1.538
H 0.706 -5.420 2.193
*
```

Computed properties:
Kohn-Sham gap in hartree: 0.3051
Energy above the lowest of the compared OMol25 structures with the same formula, charge and spin in kcal per mole: 27.7

These are the Löwdin partial charges, in e, on atoms 1 to 99: O -0.403; H -0.150; C -0.001; C -0.298; C -0.087; O 0.053; C -0.555; O 0.163; O 0.084; H 0.096; H 0.082; H 0.079; H 0.111; H 0.136; H 0.095; C -0.011; C -0.302; C -0.101; O 0.066; C -0.567; O 0.165; O 0.097; H 0.056; H 0.079; H 0.092; H 0.131; H 0.133; H 0.132; C -0.003; C -0.298; C -0.090; O 0.062; C -0.571; O 0.150; O 0.070; H 0.091; H 0.083; H 0.075; H 0.122; H 0.139; H 0.100; C 0.006; C -0.266; C -0.049; O 0.057; C -0.621; O 0.124; O 0.092; H 0.099; H 0.081; H 0.070; H 0.134; H 0.135; H 0.079; C -0.004; C -0.296; C -0.071; O 0.068; C -0.589; O 0.138; O 0.088; H 0.078; H 0.081; H 0.094; H 0.156; H 0.093; H 0.089; C -0.011; C -0.273; C -0.091; O 0.038; C -0.580; O 0.148; O 0.092; H 0.068; H 0.086; H 0.059; H 0.142; H 0.075; H 0.119; C -0.260; S 0.808; O -0.557; C -0.275; H 0.065; H 0.011; H 0.025; H 0.057; H 0.042; H 0.027; C -0.238; S 0.833; O -0.566; C -0.242; H 0.027; H 0.023; H 0.040; H 0.048; H 0.048

Which of these has the lowest Kohn-Sham gap? C17H19N3O4